Here is C22H33BrNOPt as an isolated structure from OMol25. Energies are from ωB97M-V with the def2-TZVPD basis set.

The geometry in XYZ format:
```
59
Properties=species:S:1:pos:R:3:forces:R:3
Pt 0.35261 0.58578 -0.78674 -0.1447 0.0764 0.1093
Br 0.53528 2.02417 -3.00585 0.0723 -0.0048 0.0201
O 5.68878 2.93674 -2.70899 0.0055 0.0252 -0.0323
N 2.29680 1.18708 -1.21355 0.0341 0.0239 -0.0518
C -1.03010 1.29408 2.09640 -0.0083 0.0445 0.0244
C 4.61095 2.35222 -2.18841 -0.0697 -0.0497 0.0522
C -2.99114 0.25697 -0.68035 -0.0071 0.0846 -0.0182
C -2.89780 1.62388 -1.37090 -0.0045 0.0662 0.0278
C -1.57458 2.63003 1.58473 -0.0591 -0.0311 0.0714
C 0.07292 -1.79155 0.10415 -0.1746 -0.0271 -0.1675
C 0.32180 -0.59397 0.93664 -0.0499 0.0368 0.3131
C 0.88563 -3.76878 1.31853 0.0132 0.0240 0.0083
C -1.63091 -0.20380 -0.12878 -0.0181 -0.0653 -0.0227
C -1.08784 -1.53403 -0.54188 0.0479 -0.1092 -0.0281
C 4.62998 1.58052 -1.02516 0.0283 0.0062 -0.0032
C -0.86533 0.23183 1.01216 0.2566 0.0778 -0.2072
C 0.32747 1.60552 2.74716 -0.0093 -0.0258 -0.0367
C -4.04707 0.28600 0.43395 -0.0053 -0.0178 -0.0166
C -3.51345 -0.72815 -1.73810 0.0794 -0.0052 -0.0020
C 0.58586 -3.87417 -1.16611 -0.0196 -0.0070 0.0168
C 2.43752 -2.51356 -0.18982 0.0168 -0.0012 -0.0147
C 2.30420 1.93083 -2.31989 -0.0669 -0.0512 0.0435
C 0.99003 -2.97901 0.00354 -0.0027 -0.0417 0.0140
C 3.45755 1.01792 -0.57174 0.0447 0.0184 -0.0365
C -1.93547 0.70951 3.19408 -0.0127 0.0005 0.0253
C 3.39901 2.53740 -2.86330 0.0015 0.0477 -0.0815
H -4.47620 -0.37024 -2.10294 0.0080 0.0130 -0.0092
H -2.84297 -0.80017 -2.59712 0.0186 -0.0232 0.0120
H 2.54139 -1.93350 -1.11018 -0.0022 0.0059 0.0080
H -3.89405 1.94386 -1.68245 0.0029 0.0025 0.0149
H 3.09945 -3.37835 -0.25627 -0.0063 0.0041 0.0003
H 1.15343 -3.14824 2.17711 -0.0007 -0.0112 -0.0067
H 3.42684 0.41353 0.32325 0.0035 0.0073 -0.0020
H 1.56305 -4.62415 1.29788 -0.0050 0.0049 -0.0009
H 0.19054 2.39334 3.48786 -0.0057 -0.0014 -0.0026
H 1.25486 -4.73360 -1.22696 -0.0019 0.0103 0.0013
H 1.04916 1.96357 2.00826 0.0020 -0.0148 -0.0015
H -2.57764 2.55982 1.17471 0.0120 -0.0125 0.0831
H -4.10801 -0.68244 0.93462 0.0060 0.0022 0.0112
H -0.42918 -4.25535 -1.04060 0.0059 0.0084 -0.0045
H 2.78006 -1.90766 0.65293 -0.0098 0.0043 -0.0081
H -1.52419 -2.13968 -1.31695 0.0141 -0.0212 -0.0007
H -3.66920 -1.72656 -1.32720 -0.0148 0.0148 -0.0042
H 3.34696 3.12958 -3.76525 0.0068 -0.0043 0.0157
H 0.74458 0.74416 3.27044 -0.0014 0.0049 -0.0084
H 5.54888 1.42054 -0.47678 -0.0062 0.0001 -0.0073
H -2.92992 0.46266 2.82914 0.0520 0.0063 0.0418
H -2.04003 1.43238 4.00510 0.0012 -0.0099 -0.0002
H -3.85805 1.04628 1.18467 0.0059 0.0340 -0.0338
H -0.91402 3.03515 0.81525 0.0010 0.0227 -0.0086
H -2.28585 1.54376 -2.27169 -0.0167 0.0027 -0.0106
H -2.47315 2.39888 -0.73533 -0.0293 -0.0938 -0.1473
H -0.12970 -4.13755 1.46905 0.0064 -0.0005 0.0003
H 0.63788 -3.33345 -2.11331 0.0045 -0.0063 0.0010
H 1.14358 -0.52098 1.63199 -0.0236 -0.0183 0.0474
H -1.49427 -0.19945 3.60860 -0.0053 0.0059 -0.0022
H -1.61340 3.34214 2.41054 0.0170 -0.0134 0.0064
H 6.47991 2.76200 -2.18462 0.0101 -0.0047 0.0092
H -5.02343 0.49626 -0.00552 0.0028 -0.0141 -0.0009
```
Forces are in eV/Å.

Gap between HOMO and LUMO = 0.2741 Eh
Charge = +1

Here is C35H48BClN12O2Tl as an isolated structure from OMol25. Energies are from ωB97M-V with the def2-TZVPD basis set.

The geometry in XYZ format:
```
100
Properties=species:S:1:pos:R:3:forces:R:3
Tl 0.59666 2.89990 -0.70032 0.1160 0.6930 0.6271
Cl -6.72975 0.76192 -1.80326 0.3669 -0.2185 0.4353
O 0.27516 -2.15046 1.88476 -0.0935 -0.4510 0.3499
O -2.17698 3.57762 -1.15327 0.2078 0.2912 -0.0513
N 2.02510 0.96868 1.24029 0.6507 -0.1105 0.0413
N 1.84624 0.57948 -2.51377 -0.1597 -0.2518 -0.1278
N 4.71099 -1.25529 -1.03357 0.4154 0.2155 0.0290
N 3.63670 1.59331 -1.06595 0.5348 -0.0193 -0.1412
N -3.33112 5.49111 -1.41786 -0.2209 0.1350 -0.0481
N 3.42182 -0.91410 -1.30997 -0.4309 -0.3569 -0.1219
N -1.88908 -1.01555 -1.38637 -0.3915 0.0027 -0.2633
N 3.07075 2.83813 -1.00771 -0.2200 0.0818 -0.1147
N 1.04185 1.88103 1.27552 -0.4056 0.3474 -0.4738
N -0.58520 0.67535 -0.73024 -0.5255 0.2438 -0.3760
N -1.08093 -1.40892 -0.37585 -0.0633 0.3516 0.2231
N 1.15121 1.73608 -2.70906 -0.0420 0.1845 0.0946
C 3.40438 -3.08065 -0.88048 0.1276 -0.0473 0.0276
C -5.73792 -1.50826 -0.81884 0.1608 -0.6953 0.0377
C -0.31355 -0.38310 0.01023 0.3213 0.0069 0.1206
C 3.78482 5.12400 -0.38604 -0.1207 -0.0356 0.0153
C -5.78798 -0.11143 -0.69468 -0.4345 0.7313 -0.5218
C -0.93022 5.65201 -1.46912 -0.0662 -0.1574 0.0072
C 5.20777 2.95764 -0.33376 -0.0638 0.0370 0.0385
C -1.56069 0.24321 -1.57480 0.1320 -0.2726 0.2148
C -0.41011 2.70064 -4.34182 -0.0091 0.0565 0.0973
C -2.04644 -2.02399 2.38591 0.0185 0.0964 -0.2221
C 5.98154 -3.28625 -0.50118 0.1427 0.0936 0.0490
C -0.94726 -2.84361 1.65528 -0.2283 -0.2145 -0.0152
C -0.88209 2.61078 2.67177 0.1593 0.1926 -0.0463
C -4.27877 -1.56683 1.11243 0.3083 -0.2197 0.2006
C 0.68414 0.32893 -4.38308 -0.0108 -0.0174 0.0000
C -1.10505 -2.78055 0.13032 0.1344 0.0011 0.1225
C 0.53895 -4.90625 1.68050 -0.1108 0.0719 0.0104
C -5.08842 0.57140 0.33144 0.2702 -0.0182 0.3371
C -0.83792 -4.37312 3.69409 -0.0258 0.0040 -0.1465
C 4.72540 -2.54304 -0.79154 -0.4022 -0.0337 -0.0723
C 4.00584 3.66265 -0.57118 0.2044 -0.2520 0.0895
C -1.90049 -5.27533 1.63545 0.0200 0.0769 0.0744
C -4.35361 -0.15518 1.22229 -0.1665 0.4186 -0.1676
C 0.90475 0.76310 3.17359 0.0532 0.0718 -0.0202
C 0.31982 1.76554 2.41143 0.0673 -0.2149 -0.0036
C 2.61853 -2.03042 -1.21751 -0.0871 0.0996 0.0334
C 0.45342 1.60388 -3.82239 0.0685 -0.1836 0.0193
C 4.93425 1.66058 -0.63856 -0.0602 0.0398 -0.0053
C 1.98286 0.31207 2.39644 -0.3161 0.1436 -0.0213
C -4.98595 -2.21715 0.06769 -0.2170 -0.0262 -0.2280
C 1.55789 -0.28372 -3.53364 0.0083 0.0338 -0.0743
C -2.19023 4.80136 -1.31777 0.3381 -0.3666 0.1417
C 0.32217 5.15964 -0.77833 -0.2320 -1.1157 -0.0825
C -3.53651 -2.37722 2.11433 0.1340 -0.1044 -0.1472
C -0.80852 -4.33171 2.15809 0.1404 -0.0136 -0.1284
B 2.96610 0.42572 -1.58233 0.2243 0.3079 0.3344
H -5.15150 1.64666 0.41213 -0.0615 0.0258 -0.0750
H 2.03378 -1.24758 -3.59505 0.0341 0.0390 -0.0385
H -1.88316 -5.36540 0.54874 -0.0327 -0.0223 -0.0226
H 4.71962 5.60359 -0.10858 -0.0156 0.0316 0.0276
H -4.94922 -3.29531 -0.01672 0.0787 -0.0109 0.0584
H -4.21015 5.00679 -1.40277 -0.0720 -0.0827 -0.0065
H 0.42627 -0.45868 0.79410 -0.1333 0.1294 -0.2013
H 5.79494 -4.35704 -0.47914 0.0196 -0.0145 -0.0033
H -0.20557 -3.60939 4.15470 0.0084 -0.0286 0.0523
H -3.85122 0.34933 2.03782 0.0871 -0.0361 -0.0324
H 0.65592 -5.91431 2.07670 -0.0068 -0.0197 -0.0053
H -3.34152 6.48420 -1.57571 0.0433 -0.0167 0.0261
H 0.58544 -2.33972 2.77778 0.0295 0.1026 0.0274
H -1.08836 3.05814 -3.56348 -0.0401 0.0023 -0.0290
H -0.99183 2.35716 -5.19375 -0.0313 0.0098 0.0184
H 0.60884 0.42704 4.15419 -0.0085 0.0554 0.0298
H 1.22412 5.48393 -1.28281 -0.0182 0.0684 0.0309
H -0.47051 -5.33973 4.03589 -0.0013 -0.0067 0.0135
H -1.16722 6.65340 -1.10200 0.0405 0.0577 -0.1091
H -6.28463 -2.00913 -1.60558 -0.0314 0.0912 -0.0323
H -2.03517 -3.23446 -0.20105 -0.0479 0.0940 -0.0715
H 6.73072 -3.07413 -1.26291 -0.0008 -0.0315 0.0001
H -1.58325 2.09815 3.32989 -0.0204 0.0060 -0.0297
H -1.86849 -2.11828 3.45457 0.0258 0.0549 -0.0099
H 6.40020 -2.98747 0.46014 -0.0246 -0.0121 0.0111
H -1.72528 -6.26892 2.04814 0.0278 -0.0316 -0.0537
H -1.84949 -0.97955 2.13646 -0.0698 0.0615 0.0652
H 5.54179 0.77418 -0.62173 0.0148 -0.0269 0.0088
H 6.13902 3.36441 0.01973 0.0124 0.0010 -0.0281
H 1.38603 -4.30984 2.01234 0.0368 -0.0285 0.0029
H 3.05403 5.31329 0.40181 0.0241 0.0354 0.0079
H -1.85232 -4.25863 4.07921 0.0164 0.0546 0.0538
H -0.76211 5.73284 -2.54690 -0.0031 0.0330 0.0025
H 0.57876 -4.97939 0.59289 0.0563 -0.0211 -0.0076
H -4.06625 -2.24175 3.06562 -0.1008 0.0232 0.0015
H -2.89936 -4.98782 1.95875 0.0508 -0.1602 -0.0157
H 1.55372 -1.96209 -1.36864 0.0119 0.0009 -0.0074
H -1.38353 2.85691 1.72957 -0.0802 -0.0265 0.0709
H 0.34713 5.44570 0.27027 0.0862 -0.0405 0.0171
H -3.64722 -3.42139 1.84050 -0.0443 0.0837 0.1298
H 3.42979 5.58048 -1.31024 0.0296 0.0225 0.0157
H -0.27456 -3.32024 -0.32381 -0.0719 -0.0708 -0.0220
H -2.01403 0.86962 -2.32547 -0.0664 -0.0332 0.0158
H 0.20373 3.54144 -4.66726 0.0023 -0.0034 -0.0161
H 0.27514 -0.06762 -5.29630 0.0193 0.0099 -0.0060
H 3.10758 -4.10167 -0.70999 -0.0175 0.0021 -0.0253
H -0.60890 3.55073 3.15703 -0.0461 -0.0086 0.0053
H 2.69389 -0.47205 2.60321 0.0695 0.0044 0.0046
```
Forces are in eV/Å.

Gap between HOMO and LUMO (alpha / beta) = 0.2603 / 0.1184 Eh
Spin multiplicity = 2
Relative energy (zero: lowest compared OMol25 entry of this formula, charge and spin) = 1.513 eV
Charge = +2

Here is a 2-piece molecular cluster, C4H9N2O2 overall from OMol25. Energies are from ωB97M-V with the def2-TZVPD basis set.

The geometry in XYZ format:
```
17
Properties=species:S:1:pos:R:3:forces:R:3
O -0.26704 1.62171 -1.10747 0.0476 -0.0903 0.3084
O -0.93727 3.58726 -0.24566 0.0799 0.2879 0.0187
N 0.84101 -0.62779 -0.16088 0.6262 0.1290 -0.3069
N 0.44306 2.27310 0.96133 -0.0478 0.5031 0.0195
C 0.10653 -1.74954 0.10696 -0.5598 0.1518 -0.0908
C 0.43661 -3.04601 -0.02200 -0.0458 0.6689 0.1856
C -0.45317 -4.15630 0.44902 0.6361 -0.4412 -0.0489
C -0.30687 2.52080 -0.20590 -0.1574 -0.1723 -0.2706
H -1.37514 -3.79361 0.89928 -0.0835 0.1057 -0.1299
H 1.41887 -3.27276 -0.42942 -0.0311 -0.2307 0.0056
H -0.68240 -4.86077 -0.35950 -0.2121 0.0748 0.0361
H 0.55307 3.04480 1.59300 -0.1441 -0.1770 0.0692
H -0.88515 -1.50009 0.48741 0.0033 -0.1117 -0.0051
H 1.74977 -0.82605 -0.56266 -0.1060 0.0459 -0.0104
H 0.05977 -4.75641 1.21201 -0.1099 -0.0143 0.0595
H 0.82885 1.37829 1.17359 0.1949 -0.2615 -0.1051
H 0.39331 0.25433 -0.58313 -0.0904 -0.4681 0.2651
```
Forces are in eV/Å.

Gap between HOMO and LUMO = 0.2878 Eh
Relative energy (zero: lowest compared OMol25 entry of this formula, charge and spin) = 0.165 eV
Charge = -1

Here is a 2-piece molecular cluster, C4H10NO3 overall from OMol25. Energies are from ωB97M-V with the def2-TZVPD basis set.

The geometry in XYZ format:
```
18
Properties=species:S:1:pos:R:3:forces:R:3
O -1.51038 -2.40065 -1.92760 0.3346 2.5339 1.0462
O 1.54645 1.75675 0.66805 -0.0418 0.6194 0.2815
O 1.04907 0.15657 2.74681 0.2117 2.0986 -0.5774
N -1.73161 -0.65255 0.51434 0.5342 -0.5827 2.8538
C -0.89914 -0.17421 -0.65448 -4.0172 -3.6427 1.1105
C 0.53358 -0.23641 -0.37502 3.1808 -0.6350 -1.1037
C -1.36316 -1.18842 -1.88633 0.9196 -0.1628 -0.6817
C 1.25028 1.16752 -0.47829 -1.1649 -0.6297 -2.4149
H 0.90721 -1.17161 -1.00110 0.1849 2.3527 0.8616
H -1.69228 0.05668 1.29060 -0.1245 -0.3850 -1.3124
H 1.00950 0.90705 3.37968 -0.0469 -0.9989 -0.0338
H 2.21374 1.02344 -0.96252 0.8585 -0.1101 -0.3085
H -1.43001 -0.61847 -2.87290 -0.1785 -0.3243 0.7569
H 1.25735 0.72357 1.92970 -0.1792 -1.1784 1.3507
H -1.36600 -1.49092 1.13919 -0.3897 1.7742 -2.5681
H -1.40302 0.75540 -0.90500 0.6615 0.4163 -0.1939
H 0.87974 -0.47792 0.63333 -1.1472 -0.6438 -0.0122
H 0.74867 1.86418 -1.23846 0.4042 -0.5017 0.9455
```
Forces are in eV/Å.

Gap between HOMO and LUMO (alpha / beta) = 0.3682 / 0.2492 Eh
Spin multiplicity = 2
Relative energy (zero: lowest compared OMol25 entry of this formula, charge and spin) = 3.366 eV
Charge = 0

no.,DFT total energy (Eh)
1,-3681.19906
2,-2827.10786
3,-417.87658
4,-438.72384